Record 1
Below is a cluster of 9 separate species, C48H110N8O3 in total in a non-equilibrium geometry, with properties calculated with wB97M-V/def2-TZVPD.

XYZ file:
```
169
Properties=species:S:1:pos:R:3
C 2.524 0.080 3.637
C 2.850 -0.773 4.928
N 4.239 -0.898 5.287
C 4.899 -1.848 4.395
C 6.450 -1.728 4.387
C 4.395 -1.221 6.703
C 4.410 0.007 7.620
H 2.755 -0.508 2.737
H 3.037 1.037 3.731
H 1.464 0.267 3.629
H 2.360 -0.254 5.771
H 2.462 -1.779 4.770
H 4.690 -2.903 4.649
H 4.555 -1.739 3.395
H 6.798 -0.681 4.257
H 6.882 -2.129 5.338
H 6.838 -2.247 3.527
H 5.385 -1.710 6.833
H 3.614 -1.903 7.001
H 4.593 -0.254 8.656
H 3.414 0.440 7.672
H 5.178 0.678 7.314
C -5.477 -3.522 -2.879
C -4.870 -3.180 -1.458
N -3.957 -2.016 -1.339
C -2.897 -2.065 -2.358
C -1.941 -3.282 -2.148
C -4.595 -0.668 -1.337
C -5.323 -0.327 -0.047
H -4.755 -4.122 -3.448
H -5.814 -2.715 -3.504
H -6.304 -4.205 -2.788
H -5.682 -3.063 -0.683
H -4.308 -4.114 -1.183
H -3.281 -1.994 -3.399
H -2.338 -1.138 -2.259
H -1.767 -3.423 -1.066
H -2.394 -4.215 -2.478
H -1.014 -3.099 -2.708
H -5.257 -0.527 -2.171
H -3.810 0.082 -1.539
H -6.044 -1.089 0.273
H -5.847 0.606 -0.200
H -4.621 -0.130 0.791
C -0.542 -3.359 4.866
C -1.771 -4.266 5.099
N -2.766 -4.382 3.980
C -2.042 -4.995 2.860
C -2.923 -5.489 1.711
C -3.366 -3.148 3.628
C -4.256 -2.667 4.721
H -0.883 -2.325 4.682
H 0.101 -3.619 4.057
H 0.043 -3.385 5.821
H -1.376 -5.297 5.323
H -2.264 -3.892 5.994
H -1.321 -4.256 2.383
H -1.432 -5.812 3.264
H -3.576 -6.238 2.063
H -3.513 -4.717 1.250
H -2.320 -5.969 0.981
H -3.934 -3.322 2.722
H -2.606 -2.402 3.299
H -3.704 -2.807 5.651
H -5.083 -3.355 4.758
H -4.526 -1.593 4.662
C -1.638 5.180 4.982
C -1.368 4.017 3.934
N -2.267 2.868 4.121
C -2.277 2.327 5.454
C -0.995 1.643 5.982
C -2.065 1.964 3.004
C -3.015 0.710 3.090
H -1.102 6.109 4.726
H -1.190 4.852 5.960
H -2.710 5.328 5.119
H -1.544 4.331 2.898
H -0.318 3.698 3.880
H -2.689 3.061 6.153
H -3.049 1.571 5.488
H -0.929 0.765 5.340
H -0.046 2.181 6.081
H -1.277 1.267 6.975
H -1.041 1.648 2.900
H -2.264 2.528 2.084
H -4.024 1.051 3.265
H -2.717 0.008 3.932
H -2.885 0.115 2.214
C -0.316 0.620 -3.455
C -0.391 0.925 -4.923
N -0.601 2.350 -5.253
C -0.484 2.487 -6.678
C 0.918 2.518 -7.234
C -1.804 2.891 -4.678
C -3.085 2.091 -4.905
H -1.343 0.566 -3.146
H 0.249 1.323 -2.862
H 0.109 -0.377 -3.246
H 0.561 0.726 -5.379
H -1.170 0.301 -5.415
H -1.106 1.739 -7.230
H -0.916 3.482 -6.902
H 1.356 3.533 -7.108
H 1.576 1.763 -6.804
H 0.957 2.330 -8.353
H -1.869 3.890 -5.081
H -1.617 2.982 -3.629
H -3.229 1.925 -5.974
H -4.013 2.605 -4.508
H -2.962 1.092 -4.372
C 7.185 -4.145 -2.182
O 6.686 -3.891 -3.465
C 6.407 -2.480 -3.491
C 5.723 -2.086 -4.774
O 4.463 -2.677 -5.008
C 3.436 -2.357 -4.007
C 2.135 -2.762 -4.661
O 1.707 -1.707 -5.575
C 1.346 -2.308 -6.830
H 7.263 -5.230 -2.162
H 6.499 -3.749 -1.424
H 8.145 -3.768 -1.921
H 7.377 -1.929 -3.350
H 5.752 -2.335 -2.637
H 6.332 -2.339 -5.675
H 5.604 -0.981 -4.751
H 3.443 -1.278 -3.792
H 3.567 -2.857 -3.039
H 1.260 -2.889 -4.045
H 2.400 -3.650 -5.312
H 0.697 -3.166 -6.714
H 2.247 -2.659 -7.346
H 0.818 -1.466 -7.303
C -0.473 5.363 0.213
C -0.990 5.350 -1.245
C -2.463 5.024 -1.484
C -2.865 3.935 -0.627
N -3.229 2.995 -0.099
H 0.631 5.616 0.285
H -0.752 4.391 0.647
H -1.042 6.108 0.742
H -0.391 4.583 -1.818
H -0.793 6.287 -1.750
H -2.590 4.677 -2.496
H -3.145 5.819 -1.211
C 3.226 4.521 -2.161
C 2.166 3.759 -2.990
C 1.355 4.653 -3.912
C 2.142 5.234 -5.017
N 2.730 5.673 -5.909
H 3.957 4.984 -2.791
H 3.881 3.819 -1.636
H 2.707 5.177 -1.526
H 1.446 3.286 -2.346
H 2.653 2.979 -3.534
H 0.878 5.503 -3.409
H 0.522 4.093 -4.345
C -0.353 -0.724 1.054
C -0.440 0.516 0.176
C 0.693 1.489 0.388
C 1.914 1.141 -0.275
N 2.820 0.732 -0.854
H -0.464 -0.377 2.082
H 0.555 -1.314 0.987
H -1.230 -1.365 0.881
H -1.441 0.990 0.192
H -0.389 0.299 -0.876
H 1.027 1.528 1.449
H 0.407 2.549 0.153
```

Calculated values
Kohn-Sham gap: 8.7363 eV
HOMO: -0.3055 Ha
Largest force on an atom: 2.75 eV Å⁻¹
Total energy: -69617.748 eV
Structure (SMILES): CCN(CC)CC.CCN(CC)CC.CCN(CC)CC.CCN(CC)CC.CCN(CC)CC.COCCOCCOC.CCCC#N.CCCC#N.CCCC#N
LUMO energy: 0.42 eV
Charge: 0



Record 2
Below is the molecule C2H2N2O in a non-equilibrium geometry, with properties calculated with wB97M-V/def2-TZVPD.

XYZ file:
```
7
Properties=species:S:1:pos:R:3
C 0.592 -1.110 1.064
C 0.577 0.125 0.125
N -0.428 -1.658 1.203
N -0.069 0.845 -0.589
O -1.230 1.118 -1.280
H 1.593 -1.212 1.439
H -1.036 1.893 -1.963
```

Calculated values
Kohn-Sham gap (alpha / beta): 8.4525 / 7.7051 eV
HOMO (alpha / beta): -0.3240 / -0.3028 Ha
Largest force on an atom: 4.39 eV Å⁻¹
Total energy: -7127.586 eV
LUMO energy (alpha / beta): -0.36 / -0.53 eV
Charge: 0
ΔE to the lowest compared entry with this formula, charge and spin: 6.258 eV



Record 3
Below is a structure of composition C29H44BrN3P2STc in a non-equilibrium geometry, with properties calculated with wB97M-V/def2-TZVPD.

XYZ file:
```
81
Properties=species:S:1:pos:R:3
C 3.401 5.531 -0.747
C 2.196 4.906 -1.153
C 2.084 4.582 -2.525
C 3.211 4.668 -3.352
N 4.383 5.113 -2.908
C 4.464 5.608 -1.673
C 1.158 4.453 -0.272
C 0.225 3.876 0.294
C -0.840 3.084 0.824
C -1.156 3.017 2.195
C -1.793 1.869 2.685
C -1.815 0.764 1.816
C -2.070 1.020 0.458
C -1.534 2.205 -0.043
Tc -0.899 -1.058 2.047
P 0.972 -0.597 0.826
H 1.167 4.165 -2.944
H 3.568 5.912 0.262
H 3.155 4.371 -4.401
H 5.424 6.069 -1.415
H -1.548 2.438 -1.105
H -0.872 3.847 2.843
H -2.552 0.293 -0.182
H -2.189 1.792 3.699
C 2.216 -1.941 0.538
C 3.006 -1.992 -0.775
H 1.637 -2.869 0.664
H 2.905 -1.916 1.394
H 3.581 -2.926 -0.809
H 2.371 -1.996 -1.667
H 3.718 -1.163 -0.866
C 0.637 -0.101 -0.917
C 1.640 0.785 -1.661
H -0.305 0.449 -0.888
H 0.405 -1.025 -1.466
H 1.235 0.971 -2.663
H 1.748 1.758 -1.166
H 2.631 0.340 -1.795
C 1.768 0.897 1.569
C 3.299 0.861 1.576
H 1.382 0.986 2.600
H 1.376 1.785 1.049
H 3.660 1.745 2.123
H 3.677 -0.040 2.077
H 3.697 0.906 0.551
Br -0.811 -3.502 1.560
P -2.711 -2.502 -2.384
C -1.313 -3.261 -3.286
C -1.531 -4.637 -3.915
H -0.566 -3.354 -2.473
H -0.931 -2.530 -4.015
H -0.646 -4.884 -4.515
H -1.635 -5.412 -3.144
H -2.413 -4.671 -4.567
C -3.967 -3.800 -2.056
C -5.380 -3.560 -2.590
H -4.029 -3.799 -0.953
H -3.572 -4.788 -2.340
H -6.048 -4.347 -2.209
H -5.769 -2.576 -2.294
H -5.406 -3.610 -3.681
C -3.395 -1.143 -3.393
C -3.541 -1.439 -4.882
H -2.717 -0.279 -3.239
H -4.372 -0.863 -2.964
H -3.982 -0.565 -5.381
H -2.581 -1.639 -5.370
H -4.197 -2.300 -5.063
C 0.257 -1.916 6.902
N 0.478 -0.632 6.250
C 1.359 0.341 6.687
C 1.311 1.365 5.799
N 0.416 0.986 4.808
C -0.095 -0.245 5.092
S -1.193 -1.280 4.281
H -0.811 -2.100 7.054
H 0.710 -2.732 6.332
H 0.757 -1.842 7.867
H 1.938 0.177 7.586
H 1.814 2.313 5.782
H 0.148 1.579 4.021
```

Calculated values
Kohn-Sham gap (alpha / beta): 5.8447 / 4.9127 eV
HOMO (alpha / beta): -0.7122 / -0.7122 Ha
Largest force on an atom: 3.44 eV Å⁻¹
Total energy: -136866.286 eV
Multiplicity: 4
LUMO energy (alpha / beta): -13.54 / -14.47 eV
Charge: +4



Record 4
Below is a cluster of 2 separate species, C13H26N2O3S in total in a non-equilibrium geometry, with properties calculated with wB97M-V/def2-TZVPD.

XYZ file:
```
45
Properties=species:S:1:pos:R:3
C -0.118 -0.486 6.322
N -0.074 -1.317 5.118
C -0.340 -0.854 3.889
O -0.634 0.321 3.687
C -0.208 -1.850 2.718
C 1.212 -1.810 2.131
S 1.541 -0.208 1.338
N -1.161 -1.594 1.634
C -2.477 -1.789 1.641
C -3.149 -2.373 2.868
O -3.148 -1.524 0.657
H -1.138 -0.130 6.488
H 0.212 -1.056 7.192
H 0.533 0.382 6.195
H 0.177 -2.287 5.224
H -0.383 -2.854 3.107
H 1.942 -1.970 2.926
H 1.326 -2.602 1.388
H 1.054 0.574 2.317
H -0.798 -1.142 0.807
H -2.704 -3.335 3.111
H -4.207 -2.512 2.648
H -3.049 -1.680 3.700
C -0.597 0.263 -5.244
C 0.118 1.292 -4.360
C -0.628 1.436 -3.023
C 0.108 2.370 -2.058
C 1.558 1.919 -1.848
C 2.316 1.802 -3.172
O 2.447 3.100 -3.757
C 1.580 0.864 -4.136
H -1.635 0.566 -5.414
H -0.597 -0.723 -4.770
H -0.099 0.184 -6.214
H 0.108 2.261 -4.871
H -0.734 0.452 -2.554
H -1.635 1.826 -3.204
H 0.096 3.390 -2.459
H -0.413 2.385 -1.096
H 1.564 0.946 -1.349
H 2.073 2.630 -1.195
H 3.315 1.400 -2.976
H 2.938 3.049 -4.593
H 2.108 0.836 -5.093
H 1.600 -0.149 -3.720
```

Calculated values
Kohn-Sham gap: 9.6035 eV
HOMO: -0.3421 Ha
Largest force on an atom: 2.07 eV Å⁻¹
Total energy: -33861.941 eV
Structure (SMILES): CNC(=O)[C@H](CS)NC(C)=O.C[C@H]1CCC[C@H](O)C1
LUMO energy: 0.29 eV
Charge: 0
ΔE to the lowest compared entry with this formula, charge and spin: 0.000 eV



Record 5
Below is the ion C5H10N2 with charge -1 in a non-equilibrium geometry, with properties calculated with wB97M-V/def2-TZVPD.

XYZ file:
```
17
Properties=species:S:1:pos:R:3
C 0.950 -0.839 0.834
C -0.339 0.046 0.747
C -0.863 0.377 -0.648
C -2.192 0.711 -0.704
C 1.255 1.227 -1.266
N 0.116 0.668 -1.555
N 0.824 -1.889 1.847
H 1.746 -0.182 1.217
H 1.155 -1.212 -0.156
H -1.087 -0.456 1.385
H -0.306 0.949 1.408
H -2.850 0.676 0.159
H -2.762 1.075 -1.554
H 1.604 1.742 -0.362
H 1.841 1.512 -2.153
H 0.240 -2.639 1.504
H 0.396 -1.497 2.682
```

Calculated values
Kohn-Sham gap (alpha / beta): 4.3076 / 7.2368 eV
HOMO (alpha / beta): -0.0009 / -0.1125 Ha
Largest force on an atom: 2.93 eV Å⁻¹
Total energy: -8324.663 eV
Multiplicity: 2
LUMO energy (alpha / beta): 4.28 / 4.18 eV
Charge: -1
ΔE to the lowest compared entry with this formula, charge and spin: 0.966 eV



Record 6
Below is the molecule C5H3Br2N3 in a non-equilibrium geometry, with properties calculated with wB97M-V/def2-TZVPD.

XYZ file:
```
13
Properties=species:S:1:pos:R:3
C 2.686 1.050 0.171
N 1.588 0.653 -0.340
C 0.405 0.132 -0.138
N 0.277 -1.259 -0.321
C -0.934 -1.800 -0.206
C -2.031 -0.962 0.112
Br -3.723 -1.808 0.178
N -1.963 0.370 0.085
C -0.768 0.946 0.043
Br -0.775 2.848 0.154
H 3.345 1.644 -0.447
H 2.916 1.083 1.193
H -1.024 -2.895 -0.483
```

Calculated values
Kohn-Sham gap: 8.4240 eV
HOMO: -0.3099 Ha
Largest force on an atom: 3.97 eV Å⁻¹
Total energy: -149786.923 eV
Structure (SMILES): C=Nc1ncc(Br)nc1Br
LUMO energy: -0.01 eV
Charge: 0



- Look up the total energy of the sixth one.
  -149786.923 eV



- Among the records above, which one has the lowest largest force on an atom?
  C13H26N2O3S



- Which value of largest force on an atom does entry 1 give?
  2.75 eV Å⁻¹